Here is a cluster of 2 separate species, C6H13N2O3S in total at a distorted geometry from the OMol25 dataset. Energies are from ωB97M-V/def2-TZVPD.

Values from the calculation:
**Energy above the lowest of the compared OMol25 structures with the same formula, charge and spin**: 3.728 eV
**Total charge**: +1
**Kohn-Sham gap**: 8.49 eV
**HOMO energy**: -13.80 eV
**Lowest unoccupied orbital energy**: -0.1951 Eh
**Total energy**: -969.32321 a.u.

Each atom is followed by the atoms it is bonded to, with distances in Å.
Geometry (Å):
1 C -0.724 -0.044 -0.212  C5 1.489, C17 1.428, S25 1.808
2 H -1.945 1.493 0.929  C17 1.091
3 H -2.937 -1.920 -0.803  C18 1.054
4 H -0.019 3.048 1.026  C10 1.086
5 C -1.324 0.713 -1.345  C1 1.489, H14 1.125, H16 0.967, C17 1.635
6 H 2.522 0.090 -1.964  N13 1.103
7 C 1.714 -0.010 0.003  N9 1.284, N13 1.267
8 H 2.645 0.123 1.809  N9 1.000
9 N 1.803 0.004 1.284  C7 1.284, H8 1.000, H12 1.010
10 C -0.218 2.477 0.124  H4 1.086, C17 1.560, H22 1.137, H23 1.135
11 O 4.004 0.079 -0.485  N13 1.423, H19 0.915
12 H 0.955 -0.135 1.815  N9 1.010
13 N 2.633 0.058 -0.867  H6 1.103, C7 1.267, O11 1.423
14 H -2.305 0.246 -1.635  C5 1.125
15 H -3.007 -1.852 1.023  C18 1.017
16 H -0.809 1.130 -2.049  C5 0.967
17 C -1.177 1.249 0.193  C1 1.428, H2 1.091, C5 1.635, C10 1.560
18 C -2.635 -2.234 0.157  H3 1.054, H15 1.017, H21 1.144, S25 1.902
19 H 4.382 -0.700 -0.186  O11 0.915
20 O -0.495 -1.636 1.828  S25 1.428
21 H -2.529 -3.360 0.328  C18 1.144
22 H 0.803 2.177 -0.275  C10 1.137
23 H -0.491 3.193 -0.713  C10 1.135
24 O -0.022 -2.462 -0.424  S25 1.390
25 S -0.823 -1.727 0.441  C1 1.808, C18 1.902, O20 1.428, O24 1.390